(1)
C20H22ClFN4O3 | the ωB97M-V functional and the def2-TZVPD basis

The geometry in ORCA input format:
```
! wB97M-V def2-TZVPD RIJCOSX def2/J DEFGRID3
* xyz 0 1
C 0.9464 0.9816 -5.6335
H 1.6070 1.4726 -6.3424
H 1.3141 -0.0270 -5.4565
H -0.0471 0.9197 -6.0700
C 0.9041 1.7652 -4.3257
N -0.0236 1.1246 -3.4116
C -0.9824 1.7819 -2.7512
O -1.2397 2.9616 -2.8920
C -1.7541 0.9006 -1.7495
N -1.0720 0.8742 -0.4584
C 0.0179 0.0801 -0.3401
O 0.3538 -0.6486 -1.2667
C 0.8232 0.1725 0.9395
H 0.4147 -0.5295 1.6698
C 2.3090 -0.1527 0.7093
C 2.6394 -1.6227 0.9583
O 3.3660 -1.9708 1.8631
N 2.0335 -2.4556 0.0743
C 2.0903 -3.8400 0.0027
N 1.3509 -4.3446 -0.9812
C 1.3301 -5.6548 -1.1451
C 2.0384 -6.5347 -0.3443
C 2.8086 -6.0036 0.6817
C 2.8435 -4.6350 0.8685
H 3.4277 -4.1819 1.6509
H 3.3784 -6.6518 1.3315
H 1.9907 -7.5983 -0.5158
H 0.7120 -6.0079 -1.9606
H 1.4331 -2.0331 -0.6375
H 2.9182 0.4298 1.4004
H 2.5929 0.1074 -0.3122
H 0.7234 1.1774 1.3519
C -1.5718 1.7354 0.5449
C -1.9048 1.2312 1.7986
C -2.4162 2.0710 2.7744
C -2.6091 3.4167 2.4779
C -2.3087 3.9171 1.2237
C -1.7910 3.0795 0.2539
H -1.5659 3.4650 -0.7291
H -2.4820 4.9615 1.0203
F -3.1033 4.2424 3.4122
Cl -2.8216 1.4486 4.3302
H -1.7851 0.1831 2.0181
H -1.8228 -0.1238 -2.1239
H -2.7517 1.3151 -1.6056
H 0.1943 0.1764 -3.1296
C 2.2867 1.8505 -3.6817
H 2.2383 2.4212 -2.7570
H 2.6592 0.8522 -3.4591
H 2.9850 2.3402 -4.3545
H 0.5138 2.7726 -4.5024
*
```

Structure (SMILES) = CC(C)NC(=O)CN(C(=O)CCC(=O)Nc1ccccn1)c1ccc(F)c(Cl)c1
ΔE to the lowest compared entry with this formula, charge and spin = 0.0 kJ/mol

Quick look at the Mulliken charges, all values in e:
1 C -1.442
2 H 0.420
3 H 0.339
4 H 0.370
5 C 0.229
6 N -0.056
7 C 0.780
8 O -0.705
9 C -1.277
10 N 0.493
11 C 0.713
12 O -0.910
13 C -0.469
14 H 0.323
15 C -1.092
16 C 0.691
17 O -0.670
18 N 0.100
19 C 0.494
20 N -0.398
21 C -0.361
22 C -0.421
23 C -0.471
24 C -0.443
25 H 0.448
26 H 0.411
27 H 0.365
28 H 0.370
29 H 0.046
30 H 0.352
31 H 0.365
32 H 0.451
33 C -0.452
34 C -0.047
35 C 0.094
36 C 0.311
37 C -0.716
38 C -0.389
39 H 0.484
40 H 0.443
41 F -0.337
42 Cl -0.201
43 H 0.550
44 H 0.401
45 H 0.462
46 H 0.286
47 C -1.355
48 H 0.340
49 H 0.280
50 H 0.449
51 H 0.350

(2)
C20H22ClLaNO2P | the ωB97M-V functional and the def2-TZVPD basis

The geometry in ORCA input format:
```
! wB97M-V def2-TZVPD RIJCOSX def2/J DEFGRID3
* xyz 2 1
La -1.1057 -1.6166 0.2751
Cl -3.5939 -1.4286 -0.2182
P 0.7990 0.6996 -0.2222
C 1.9459 0.3428 -1.5759
C 3.0751 1.1523 -1.7375
C 4.0877 0.7489 -2.5993
C 3.8810 -0.3385 -3.4666
C 2.7041 -1.1004 -3.3566
C 1.7612 -0.7989 -2.3759
C -0.6516 1.2866 -1.1650
C -1.7649 1.5934 -0.3630
C -3.0260 1.4679 -0.9057
C -3.1748 1.3482 -2.2768
C -2.0652 1.3536 -3.1155
C -0.7853 1.2754 -2.5737
C 1.2535 2.1596 0.8148
C 1.2155 1.9921 2.2033
C 1.2774 3.0788 3.0639
C 1.3466 4.3809 2.5384
C 1.2990 4.5664 1.1461
C 1.2820 3.4631 0.2830
H -1.6477 1.8824 0.6857
H -3.8328 1.4602 -0.1995
H -4.1603 1.2053 -2.7038
H -2.1644 1.4006 -4.2112
H 0.1010 1.1706 -3.2082
H 3.1735 2.0726 -1.1845
H 5.0518 1.2513 -2.5885
H 4.6479 -0.6103 -4.2098
H 2.5474 -1.9476 -4.0339
H 0.9027 -1.4610 -2.2568
H 1.0601 1.0082 2.6199
H 1.2436 2.9260 4.1440
H 1.4057 5.2496 3.2166
H 1.2316 5.5829 0.7495
H 1.2081 3.6381 -0.7868
H 0.7913 -1.5318 1.4413
H 0.2642 -1.0006 1.8976
N -3.1593 -4.6470 2.9469
C -2.0072 -5.4733 2.4132
C -0.9131 -4.4502 2.4163
O -0.1333 -4.3996 3.3462
O -1.0680 -3.5052 1.4816
H -2.8855 -4.1848 3.8299
H -4.0244 -5.1800 3.1329
H -3.3601 -3.9504 2.2303
H -1.7672 -6.3306 3.0464
H -2.2663 -5.8020 1.4122
*
```

ΔE to the lowest compared entry with this formula, charge and spin = 31.8 kJ/mol

Quick look at the Mulliken charges, all values in e:
1 La 1.774
2 Cl -0.463
3 P 0.383
4 C 1.005
5 C -0.348
6 C -0.672
7 C -0.515
8 C -0.768
9 C -0.192
10 C 0.371
11 C -0.648
12 C -0.825
13 C -0.450
14 C -0.557
15 C -0.417
16 C 0.434
17 C -0.424
18 C -0.676
19 C -0.409
20 C -0.756
21 C -0.034
22 H 0.537
23 H 0.549
24 H 0.439
25 H 0.422
26 H 0.475
27 H 0.365
28 H 0.422
29 H 0.382
30 H 0.382
31 H -0.098
32 H 0.219
33 H 0.404
34 H 0.381
35 H 0.398
36 H 0.429
37 H 0.274
38 H -0.059
39 N -0.286
40 C -0.497
41 C 0.510
42 O -0.482
43 O -0.651
44 H 0.371
45 H 0.384
46 H 0.233
47 H 0.342
48 H 0.344

(3)
C20H22ClNO4 | the ωB97M-V functional and the def2-TZVPD basis

The geometry in ORCA input format:
```
! wB97M-V def2-TZVPD RIJCOSX def2/J DEFGRID3
* xyz 0 1
C -0.9197 1.7161 3.5920
H 0.0320 1.9306 3.3987
O -1.7933 1.7081 2.4438
C -1.3980 0.6623 1.4141
C -0.5428 -0.3858 1.4943
C -0.0958 -1.4217 0.7190
C -0.6522 -1.4119 -0.5014
C -1.8636 -0.4747 -0.7139
C -2.0863 0.5326 0.1971
O -2.9551 1.5763 -0.2528
C -2.8285 2.8071 0.3840
C -1.5043 3.3041 0.1052
C -0.9191 4.1539 0.8999
C 0.4424 4.6602 1.1040
C 1.0597 4.4019 -0.2050
C 0.7434 3.7798 -1.2266
C -0.6318 3.3852 -1.2613
Cl -1.2877 2.5260 -2.5329
H 1.0225 3.7011 -2.0474
H 2.2800 4.8422 -0.1592
H 0.8111 5.0972 1.8096
H -1.2486 4.2154 2.1348
H -3.4881 3.4123 -0.3537
H -2.9992 3.0166 1.3147
H -2.5338 -0.5049 -1.5428
H -0.7321 -2.1067 -1.1386
C 0.8756 -2.3718 1.0132
O 1.6229 -2.1787 2.1721
N 0.8705 -3.6468 0.5833
H 0.0990 -3.7089 -0.1386
C 1.6253 -4.7059 0.8574
H 1.0780 -5.6875 0.8958
C 2.5715 -4.8034 -0.4461
H 3.1539 -5.7775 -0.5383
C 3.5501 -3.6583 -0.7795
H 4.4870 -3.8235 -0.1150
H 2.9545 -2.7967 -0.2587
C 3.7272 -3.3704 -2.1399
H 3.7280 -2.4682 -2.5028
C 2.1654 -3.9710 -2.4102
H 2.0514 -4.1086 -3.5895
O 2.0040 -4.9788 -1.5310
H 1.4534 -3.0998 -2.4328
H 4.2705 -4.1611 -2.8379
H 2.2902 -4.5541 1.6517
H 0.0549 -0.2627 2.5771
H -1.0985 0.8404 4.0687
H -1.3692 2.6503 3.9893
*
```

Structure (SMILES) = COc1cc(C(=O)NC[C@@H]2CCCO2)ccc1OCc1ccccc1Cl
ΔE to the lowest compared entry with this formula, charge and spin = 1782.2 kJ/mol

Quick look at the Mulliken charges, all values in e:
1 C -1.453
2 H 0.518
3 O -0.330
4 C 0.569
5 C 0.434
6 C -0.436
7 C -0.853
8 C -0.936
9 C 0.498
10 O -0.434
11 C -1.079
12 C 0.975
13 C -0.125
14 C -1.209
15 C -0.136
16 C -1.099
17 C 0.385
18 Cl -0.155
19 H 0.869
20 H 0.051
21 H 0.848
22 H -0.074
23 H 0.283
24 H 0.664
25 H 0.546
26 H 0.600
27 C 0.393
28 O -0.783
29 N 0.017
30 H 0.194
31 C -0.833
32 H 0.361
33 C -0.151
34 H 0.296
35 C -0.081
36 H 0.353
37 H -0.002
38 C -0.794
39 H 0.509
40 C -0.114
41 H 0.335
42 O -0.363
43 H -0.054
44 H 0.228
45 H 0.472
46 H 0.174
47 H 0.593
48 H 0.326

(4)
C20H22ClNO4S | the ωB97M-V functional and the def2-TZVPD basis

The geometry in ORCA input format:
```
! wB97M-V def2-TZVPD RIJCOSX def2/J DEFGRID3
* xyz 0 1
O 1.2671 1.4633 -7.3326
O 3.0523 3.7945 -4.2162
O 0.1174 -2.2298 -1.0526
Cl 2.0272 0.6016 -0.3273
O 2.1517 -2.5128 -0.0095
S 2.8579 0.3060 -5.4605
C 2.0932 1.5679 -6.4905
C 2.7940 2.7330 -4.6634
C 0.8058 -2.3772 -0.0696
C 3.2102 1.4228 -4.1340
C 3.6101 1.2072 -2.8184
C 4.8609 -2.3517 -2.4040
C 3.8452 -2.8532 -1.5760
C 4.7210 -0.9580 -2.8586
C 2.9869 -0.5465 -1.2115
C 3.0187 -1.9780 -0.9360
C 3.7673 -0.1354 -2.2631
N 2.1690 2.8015 -5.8782
C 0.0494 -2.2712 1.2763
C -0.8486 -1.1505 1.5269
C -4.2787 2.1357 2.8332
C -4.8530 0.9060 2.2352
C -3.4820 1.8177 4.1803
C -1.6335 -1.3044 2.7880
C -3.7565 -0.0661 2.0430
C -2.2440 0.9536 3.8650
C -2.7491 -0.3557 3.2067
H 3.7094 1.9916 -2.1193
H 5.6837 -3.0689 -2.8026
H 3.6653 -3.8725 -1.3631
H 5.4234 -0.6951 -3.6271
H 1.9369 3.7102 -6.3318
H -0.6105 -3.1393 1.1542
H 0.6494 -2.4282 2.1811
H -0.2211 -0.3030 1.5798
H -1.4835 -1.0598 0.6309
H -3.7178 2.6518 2.1278
H -5.0874 2.9112 2.8805
H -5.5107 1.1143 1.3172
H -5.5585 0.4860 3.0011
H -3.3384 2.7600 4.7429
H -4.2002 1.1988 4.8742
H -2.1265 -2.3227 2.8055
H -0.9089 -1.3326 3.6108
H -4.1570 -0.9725 1.6238
H -3.1471 0.4676 1.2872
H -1.7696 0.6577 4.8481
H -1.4738 1.4772 3.2645
H -3.3166 -0.8521 4.0619
*
```

Structure (SMILES) = O=C(CCCC1CCCCC1)Oc1cccc(/C=C2\SC(=O)NC2=O)c1Cl
ΔE to the lowest compared entry with this formula, charge and spin = 0.0 kJ/mol

Quick look at the Mulliken charges, all values in e:
1 O -0.519
2 O -0.571
3 O -0.561
4 Cl -0.234
5 O -0.419
6 S -0.089
7 C 0.487
8 C -0.061
9 C 0.273
10 C 0.468
11 C -0.852
12 C -0.589
13 C -0.541
14 C -0.618
15 C 0.226
16 C 0.547
17 C 0.867
18 N -0.132
19 C -0.629
20 C -0.085
21 C -0.820
22 C -0.681
23 C -0.643
24 C -1.152
25 C -0.936
26 C -0.783
27 C 0.634
28 H 0.571
29 H 0.294
30 H 0.462
31 H 0.452
32 H 0.275
33 H 0.299
34 H 0.340
35 H 0.200
36 H 0.287
37 H 0.443
38 H 0.322
39 H 0.321
40 H 0.308
41 H 0.347
42 H 0.258
43 H 0.443
44 H 0.321
45 H 0.363
46 H 0.247
47 H 0.357
48 H 0.277
49 H 0.227

no.,Kohn-Sham gap (Eh),HOMO level (eV),calculated total energy (eV)
1,0.3360,-8.72,-48442.14979
2,0.2463,-14.19,-49338.57651
3,0.3133,-8.39,-43282.77130
4,0.3212,-9.19,-54132.91795